20
Properties=species:S:1:pos:R:3:mulliken_charge:R:1 method="wB97M-V/def2-TZVPD" homo_ha="-0.2891 / -0.2578" total_energy_ha=-378.45352 e_above_lowest_kcal_mol=115.9 e_lumo_ev="0.990 / 0.989"
C -0.75 0.09 -1.27 -1.564
C -0.46 -1.83 0.41 -1.728
C -1.58 0.35 1.02 -1.701
C -0.48 -0.37 0.18 1.753
N 2.72 0.58 -1.09 -0.415
N 2.14 -0.42 -0.85 0.108
N 1.02 1.44 0.85 -0.268
N 0.74 0.14 0.88 -0.480
H -0.39 1.12 -1.35 0.327
H -0.27 -0.71 -1.87 0.390
H -1.73 0.19 -1.44 0.494
H -1.42 -2.24 -0.04 0.339
H -0.34 -2.13 1.42 0.397
H 0.42 -2.18 -0.10 0.405
H -1.22 0.26 1.99 0.554
H -1.57 1.51 0.74 0.309
H -2.56 -0.06 1.00 0.434
H 3.16 0.60 -2.00 0.234
H 0.89 1.93 -0.02 0.188
H 1.69 1.74 1.54 0.225

20
Properties=species:S:1:pos:R:3:mulliken_charge:R:1 method="wB97M-V/def2-TZVPD" homo_ha=-0.3192 total_energy_ha=-378.53497 e_above_lowest_kcal_mol=64.8 e_lumo_ev=1.023
C 0.73 0.71 -1.44 -1.548
C 0.12 0.12 -0.18 0.991
N 0.80 -1.10 0.18 0.141
N -0.05 -2.13 0.62 -0.638
N 1.90 -0.92 1.08 -0.634
C -0.37 1.07 0.89 -1.083
C -1.36 0.28 0.09 -0.181
N -2.28 0.93 -0.79 -0.622
H 0.34 1.71 -1.64 0.352
H 0.52 0.06 -2.29 0.288
H 1.81 0.79 -1.33 0.394
H -0.25 -2.05 1.61 0.221
H 0.42 -3.02 0.45 0.273
H 2.74 -0.70 0.54 0.271
H 1.72 -0.16 1.76 0.283
H -0.29 2.13 0.71 0.269
H -0.25 0.81 1.93 0.314
H -1.84 -0.56 0.59 0.355
H -2.56 0.29 -1.53 0.276
H -1.85 1.74 -1.22 0.281

Number 1: F_max 4.92 eV/Å. Number 2: F_max 0.87 eV/Å.